1.
Here is a cluster of 10 separate species, C18H48N19O16PS in total at a distorted geometry from OMol25. Energies are from ωB97M-V/def2-TZVPD.

Results
Relative energy (zero: lowest compared OMol25 entry of this formula, charge and spin) (kcal/mol): 0.0
LUMO level (eV): 0.09
Kohn-Sham gap (Ha): 0.32274
Total charge: 0
HOMO (eV): -8.69

Each atom is followed by the atoms it is bonded to, with distances in Å.
Cartesian coordinates (Å):
1 O 2.23365 0.94454 -0.79152  C2 1.217
2 C 1.68702 -0.05927 -1.20941  O1 1.217, O3 1.356, N12 1.410
3 O 1.02818 -0.84900 -0.32641  C2 1.356, C4 1.423
4 C -0.13353 -1.49908 -0.83027  O3 1.423, O5 1.424, H20 1.099, H21 1.092
5 O -1.29649 -0.69027 -0.68585  C4 1.424, C6 1.409
6 C -1.83355 -0.52030 -1.97750  O5 1.409, C7 1.373, C11 1.374
7 C -2.53519 -1.52024 -2.60392  C6 1.373, C8 1.386, H22 1.091
8 C -3.01912 -1.32656 -3.88812  C7 1.386, C9 1.385, H23 1.084
9 C -2.77045 -0.10696 -4.49655  C8 1.385, C10 1.382, H24 1.083
10 C -2.09720 0.91514 -3.85440  C9 1.382, C11 1.391, H25 1.089
11 C -1.61768 0.70161 -2.56656  C6 1.374, C10 1.391, H26 1.084
12 N 1.71158 -0.34070 -2.59062  C2 1.410, C13 1.468, P17 1.795
13 C 2.55429 0.61890 -3.31476  N12 1.468, S14 1.811, H27 1.101, H28 1.095
14 S 1.74763 2.20926 -3.63012  C13 1.811, O15 1.442, O16 1.440, H29 1.364
15 O 2.71914 3.21394 -3.27350  S14 1.442
16 O 1.42884 2.29858 -5.03143  S14 1.440
17 P 2.37336 -1.95001 -3.02930  N12 1.795, O18 1.656, O19 1.641
18 O 1.53644 -2.56705 -4.31836  P17 1.656, H30 0.969
19 O 2.26800 -2.99111 -1.76555  P17 1.641, H31 0.978
20 H -0.29514 -2.37084 -0.18129  C4 1.099
21 H -0.05067 -1.89065 -1.84625  C4 1.092
22 H -2.67497 -2.46047 -2.06832  C7 1.091
23 H -3.55267 -2.11014 -4.41285  C8 1.084
24 H -3.11935 0.04519 -5.51074  C9 1.083
25 H -1.88988 1.88176 -4.31123  C10 1.089
26 H -1.08557 1.45904 -2.00193  C11 1.084
27 H 2.72695 0.17277 -4.30600  C13 1.101
28 H 3.55216 0.73839 -2.87981  C13 1.095
29 H 0.67970 2.38820 -2.79998  S14 1.364
30 H 1.30736 -1.83273 -4.90769  O18 0.969
31 H 1.53415 -3.60866 -1.95805  O19 0.978
32 N -3.84987 -5.47957 -0.97834  C33 1.364, H36 1.002, H37 1.005
33 C -2.59727 -5.43890 -0.43971  N32 1.364, N34 1.365, O35 1.221
34 N -2.33550 -6.39845 0.49564  C33 1.365, H38 1.003, H39 1.002
35 O -1.76952 -4.60363 -0.76916  C33 1.221
36 H -4.54367 -6.15482 -0.72150  N32 1.002
37 H -4.07790 -4.78593 -1.66843  N32 1.005
38 H -1.42318 -6.39523 0.91259  N34 1.003
39 H -2.99899 -7.09219 0.78177  N34 1.002
40 N -1.70343 4.14365 1.37514  C41 1.356, H44 1.002, H45 1.008
41 C -2.30717 3.40237 0.41407  N40 1.356, N42 1.369, O43 1.224
42 N -3.67484 3.45452 0.40142  C41 1.369, H46 1.003, H47 1.002
43 O -1.67396 2.72883 -0.38781  C41 1.224
44 H -2.19925 4.70175 2.04295  N40 1.002
45 H -0.69674 4.12280 1.41109  N40 1.008
46 H -4.14680 2.91284 -0.29778  N42 1.003
47 H -4.21589 3.99517 1.04800  N42 1.002
48 N -3.59775 -2.37149 -9.02733  C49 1.366, H52 1.002, H53 1.003
49 C -2.93126 -1.88356 -7.93922  N48 1.366, N50 1.366, O51 1.218
50 N -1.57258 -1.82399 -8.07005  C49 1.366, H54 1.003, H55 1.002
51 O -3.50433 -1.52622 -6.92505  C49 1.218
52 H -3.14559 -2.67005 -9.87000  N48 1.002
53 H -4.59711 -2.42806 -8.96369  N48 1.003
54 H -1.05452 -1.46898 -7.28811  N50 1.003
55 H -1.07832 -2.11102 -8.89284  N50 1.002
56 N -2.44030 -0.09818 2.31096  C57 1.366, H60 1.004, H61 1.002
57 C -1.81747 0.38478 3.42650  N56 1.366, N58 1.365, O59 1.221
58 N -0.45668 0.43476 3.32638  C57 1.365, H62 1.009, H63 1.004
59 O -2.42740 0.74499 4.42143  C57 1.221
60 H -1.94625 -0.39366 1.48811  N56 1.004
61 H -3.44093 -0.14924 2.32554  N56 1.002
62 H 0.06816 0.78877 4.11230  N58 1.009
63 H 0.04111 0.14130 2.50588  N58 1.004
64 N 3.07440 5.41766 3.02555  C65 1.367, H68 1.002, H69 1.004
65 C 2.08601 5.55352 2.09081  N64 1.367, N66 1.363, O67 1.220
66 N 2.48539 6.06881 0.89368  C65 1.363, H70 1.004, H71 1.002
67 O 0.92994 5.23471 2.31523  C65 1.220
68 H 4.02977 5.67317 2.86581  N64 1.002
69 H 2.81172 5.04053 3.91850  N64 1.004
70 H 1.78347 6.17923 0.18503  N66 1.004
71 H 3.42896 6.33566 0.68884  N66 1.002
72 N -5.88366 0.37201 -2.66169  C73 1.365, H76 1.002, H77 1.008
73 C -6.54259 -0.79197 -2.38949  N72 1.365, N74 1.370, O75 1.218
74 N -7.78256 -0.64173 -1.82745  C73 1.370, H78 1.003, H79 1.002
75 O -6.06050 -1.88404 -2.63018  C73 1.218
76 H -6.25990 1.28098 -2.47355  N72 1.002
77 H -4.96791 0.29631 -3.07548  N72 1.008
78 H -8.29295 -1.47806 -1.61513  N74 1.003
79 H -8.19644 0.24690 -1.62177  N74 1.002
80 N 3.52182 1.45870 6.34167  C81 1.359, H84 1.008, H85 1.003
81 C 2.52321 1.54994 5.42446  N80 1.359, N82 1.368, O83 1.223
82 N 2.90551 2.04687 4.20811  C81 1.368, H86 1.005, H87 1.001
83 O 1.37231 1.21248 5.66432  C81 1.223
84 H 4.47689 1.72766 6.16247  N80 1.008
85 H 3.27910 1.09989 7.24685  N80 1.003
86 H 2.19747 2.13198 3.49949  N82 1.005
87 H 3.84266 2.32599 3.99456  N82 1.001
88 N 7.29565 1.54984 3.91549  C89 1.366, H92 1.002, H93 1.002
89 C 7.47324 1.25465 5.23709  N88 1.366, N90 1.361, O91 1.223
90 N 8.61545 0.57281 5.52689  C89 1.361, H94 1.003, H95 1.002
91 O 6.66948 1.57600 6.10105  C89 1.223
92 H 7.94415 1.29295 3.19595  N88 1.002
93 H 6.46628 2.05167 3.66370  N88 1.002
94 H 8.77765 0.33878 6.48904  N90 1.003
95 H 9.28944 0.29751 4.83857  N90 1.002
96 N 3.56695 -2.16308 5.57928  C97 1.366, H100 1.004, H101 1.002
97 C 2.92294 -3.33919 5.83977  N96 1.366, N98 1.366, O99 1.220
98 N 1.69121 -3.20103 6.41413  C97 1.366, H102 1.002, H103 1.003
99 O 3.40950 -4.42697 5.57898  C97 1.220
100 H 3.18026 -1.26087 5.78834  N96 1.004
101 H 4.47345 -2.22030 5.15569  N96 1.002
102 H 1.18591 -4.04179 6.62022  N98 1.002
103 H 1.27449 -2.31475 6.63275  N98 1.003

=====

2.
Here is a cluster of 7 separate species, C18H48N2O7 in total at a distorted geometry from OMol25. Energies are from ωB97M-V/def2-TZVPD.

Results
Relative energy (zero: lowest compared OMol25 entry of this formula, charge and spin) (kcal/mol): 8.0
LUMO level (eV): 0.09
Kohn-Sham gap (Ha): 0.30768
Total charge: 0
HOMO (eV): -8.28

Each atom is followed by the atoms it is bonded to, with distances in Å.
Cartesian coordinates (Å):
1 C -21.15511 -18.50043 -6.36937  C2 1.556, H12 1.090, H13 1.090, H14 1.089
2 C -20.12712 -17.71490 -7.23329  C1 1.556, C3 1.525, C4 1.521, N10 1.459
3 C -20.26735 -18.19500 -8.67411  C2 1.525, H15 1.094, H16 1.092, H17 1.094
4 C -20.45924 -16.23769 -7.08973  C2 1.521, C5 1.528, H18 1.096, H19 1.092
5 C -19.35035 -15.34086 -7.63772  C4 1.528, C6 1.535, H20 1.091, H21 1.093
6 C -18.01342 -15.62962 -6.94145  C5 1.535, C7 1.520, H22 1.094, H23 1.094
7 C -17.61565 -17.09613 -6.95534  C6 1.520, C8 1.540, C9 1.526, N10 1.473
8 C -16.97052 -17.44859 -8.30801  C7 1.540, H24 1.091, H25 1.089, H26 1.098
9 C -16.60674 -17.36088 -5.84149  C7 1.526, H27 1.092, H28 1.094, H29 1.091
10 N -18.79305 -17.94000 -6.68768  C2 1.459, C7 1.473, O11 1.416
11 O -18.45562 -19.31439 -6.74159  N10 1.416, H30 0.964
12 H -20.62161 -19.22981 -5.75929  C1 1.090
13 H -21.69348 -17.88329 -5.65032  C1 1.090
14 H -21.88223 -19.02073 -6.99108  C1 1.089
15 H -21.25811 -17.95690 -9.07289  C3 1.094
16 H -19.54032 -17.80779 -9.39151  C3 1.092
17 H -20.18085 -19.28295 -8.74870  C3 1.094
18 H -21.36690 -15.94332 -7.62879  C4 1.096
19 H -20.69158 -15.91375 -6.07257  C4 1.092
20 H -19.22951 -15.45386 -8.71611  C5 1.091
21 H -19.57438 -14.30334 -7.37741  C5 1.093
22 H -18.06206 -15.22179 -5.92738  C6 1.094
23 H -17.23052 -15.05238 -7.44163  C6 1.094
24 H -17.48044 -16.99578 -9.15909  C8 1.091
25 H -16.82751 -18.52389 -8.39910  C8 1.089
26 H -15.96392 -17.01184 -8.34743  C8 1.098
27 H -15.70403 -16.75819 -5.96351  C9 1.092
28 H -16.25387 -18.39588 -5.84987  C9 1.094
29 H -17.02578 -17.15316 -4.85578  C9 1.091
30 H -18.24584 -19.50599 -5.82032  O11 0.964
31 C -14.28245 -17.87743 -10.68094  C32 1.538, H42 1.091, H43 1.089, H44 1.092
32 C -14.91865 -18.65614 -11.84422  C31 1.538, C33 1.546, C34 1.541, N40 1.482
33 C -13.82350 -19.48767 -12.55068  C32 1.546, H45 1.091, H46 1.092, H47 1.093
34 C -15.96549 -19.67142 -11.34745  C32 1.541, C35 1.530, H48 1.090, H49 1.092
35 C -17.36522 -19.08772 -11.14434  C34 1.530, C36 1.523, H50 1.093, H51 1.097
36 C -17.77810 -18.18781 -12.30191  C35 1.523, C37 1.533, H52 1.096, H53 1.092
37 C -16.75186 -17.10480 -12.65251  C36 1.533, C38 1.524, C39 1.544, N40 1.456
38 C -17.21079 -16.42806 -13.93824  C37 1.524, H54 1.097, H55 1.089, H56 1.089
39 C -16.74633 -16.03796 -11.53602  C37 1.544, H57 1.089, H58 1.092, H59 1.092
40 N -15.49956 -17.80200 -12.90743  C32 1.482, C37 1.456, O41 1.430
41 O -14.52740 -16.82853 -13.29880  N40 1.430, H60 0.963
42 H -14.51408 -16.81176 -10.70127  C31 1.091
43 H -13.19376 -17.91300 -10.69032  C31 1.089
44 H -14.64142 -18.21217 -9.70572  C31 1.092
45 H -13.63800 -20.44076 -12.05391  C33 1.091
46 H -12.88648 -18.92875 -12.59178  C33 1.092
47 H -14.12375 -19.74393 -13.56985  C33 1.093
48 H -16.02336 -20.53769 -12.00632  C34 1.090
49 H -15.64869 -19.99923 -10.35510  C34 1.092
50 H -17.47143 -18.60048 -10.17119  C35 1.093
51 H -18.13195 -19.87125 -11.11568  C35 1.097
52 H -18.70412 -17.69168 -11.98936  C36 1.096
53 H -18.01806 -18.74347 -13.21078  C36 1.092
54 H -17.11442 -17.14636 -14.76240  C38 1.097
55 H -18.26543 -16.15794 -13.91935  C38 1.089
56 H -16.57240 -15.59089 -14.21569  C38 1.089
57 H -15.99513 -15.26464 -11.69180  C39 1.089
58 H -17.74185 -15.58871 -11.52541  C39 1.092
59 H -16.59878 -16.44965 -10.53509  C39 1.092
60 H -13.92144 -17.34658 -13.83972  O41 0.963
61 O -12.35891 -19.71967 -6.49300  H62 0.963, H63 0.961
62 H -12.98018 -20.45507 -6.49725  O61 0.963
63 H -12.63826 -19.18512 -7.24162  O61 0.961
64 O -16.97895 -22.25845 -5.69305  H65 0.964, H66 0.963
65 H -16.09075 -22.57029 -5.89975  O64 0.964
66 H -17.35612 -22.02456 -6.54769  O64 0.963
67 O -17.75845 -21.93925 -8.58056  H68 0.964, H69 0.962
68 H -18.56394 -21.42485 -8.70407  O67 0.964
69 H -17.75665 -22.58058 -9.29772  O67 0.962
70 O -14.96061 -20.45646 -7.85210  H71 0.963, H72 0.965
71 H -15.77846 -20.31322 -8.34011  O70 0.963
72 H -15.06008 -21.33512 -7.46645  O70 0.965
73 O -14.09318 -22.67155 -6.16761  H74 0.964, H75 0.965
74 H -13.97515 -23.24749 -5.40372  O73 0.964
75 H -13.57208 -23.07994 -6.86913  O73 0.965